1.
The following is a quantum chemistry calculation of C36H40ClF6I2NNbO13 as an isolated structure at a distorted geometry, from the Open Molecules 2025 dataset.

Calculated values
Charge ... -1
Electronic energy ... -112652.0382 eV
HOMO level ... -5.96 eV
F_max ... 9.015 eV/Å
E_LUMO ... -0.762 eV

Each line ends with the Löwdin charge.
Positions of all 100 atoms, in Å:
C 3.810195 0.480086 2.892900  -0.087
C 3.216078 1.331282 1.598102  -0.246
O 1.930633 0.706737 1.250366  -0.321
C 1.957215 -0.036862 0.008207  -0.305
Nb 0.186536 -1.501692 -0.324560  1.589
I -2.057683 -3.251005 -0.830500  0.327
C 0.861868 -1.596300 -2.489922  -0.348
C 2.444307 -1.282876 -2.774439  -0.780
O 2.742076 -0.014823 -3.174412  -0.215
I 4.121143 -2.674606 -2.651574  0.817
C -0.350624 -1.646413 1.858853  -0.424
C -0.570029 -0.382233 2.788788  -0.720
C -1.370826 0.923986 2.314238  -0.177
Cl -1.517213 -1.018232 4.306807  0.438
O -0.978574 0.214976 -0.707326  -0.432
C -1.885961 0.122419 -1.825582  -0.365
C -3.496285 0.257682 -1.465588  -0.210
N -3.902913 -0.259438 -0.117445  -0.107
C -5.142588 -1.126408 -0.168654  -0.218
C -6.016917 -1.158220 1.221314  -0.362
C -5.117658 -1.573188 2.556679  -0.058
O -6.752438 0.108682 1.376565  -0.129
C 1.602094 -3.309886 0.038338  -0.289
O 2.788154 -2.989318 0.560484  -0.140
C 1.252463 -4.872199 -0.239721  -0.214
F 0.785006 -4.947591 -1.677164  -0.076
F 0.146477 -5.434432 0.608839  -0.043
C 2.480233 -5.937074 -0.155085  -0.102
F 1.867309 -7.295464 -0.411114  0.004
F 3.481395 -5.764005 -1.265149  -0.030
C 3.301622 -6.062081 1.230299  -0.090
F 4.665475 -5.457954 0.987866  0.008
F 3.563263 -7.521964 1.469509  0.008
C 2.607542 -5.481750 2.582759  -0.164
O 1.522132 -5.935593 3.211270  0.047
O 3.302814 -4.327435 3.244164  0.003
H 3.987592 -0.639241 2.558760  0.083
H 2.940333 0.455659 3.706252  0.089
H 4.800524 0.934788 3.329167  0.068
H 2.952268 2.431760 1.978139  0.118
H 3.937125 1.349255 0.674589  0.123
H 1.819406 0.763025 -0.868696  0.092
H 3.004427 -0.517373 -0.165324  0.066
H 0.671332 -2.702044 -2.899085  0.056
H 0.265012 -0.897148 -3.246632  0.080
H -1.332243 -2.324549 1.944478  0.019
H 0.482653 -2.324025 2.387784  0.061
H 0.474639 -0.047331 3.261426  0.097
H -2.460120 0.762942 1.919710  0.069
H -1.473519 1.655641 3.252131  0.086
H -0.760057 1.563495 1.511966  0.089
H -1.787867 -0.786046 -2.546820  0.040
H -1.664696 1.076949 -2.513217  0.131
H -4.140631 -0.224286 -2.325661  0.118
H -3.728030 1.428337 -1.481243  0.119
H -3.131443 -0.683740 0.435747  0.026
H -5.853502 -0.691591 -1.016813  0.099
H -4.938563 -2.250769 -0.477292  0.068
H -6.816417 -2.033796 1.096884  0.135
H -3.981231 -1.292472 2.348972  0.054
H -5.513812 -0.907296 3.464623  0.097
H -5.251094 -2.718784 2.769530  0.083
H -7.524350 0.037665 0.722741  0.064
H 2.608391 -3.640172 3.463357  0.122
C 7.232690 5.416138 3.687441  0.016
C 6.173045 4.756244 4.164953  0.022
C 5.237285 4.055211 3.263777  -0.374
O 4.266046 3.452652 3.699814  0.079
C 5.518611 4.110263 1.815458  0.031
C 6.578256 4.770157 1.337946  0.030
C 7.514016 5.471190 2.239122  -0.377
O 8.485255 6.073749 1.803085  0.097
H 7.928424 5.936187 4.334552  0.118
H 5.953441 4.705947 5.224699  0.120
H 4.822876 3.590215 1.168347  0.096
H 6.797860 4.820454 0.278200  0.071
C -11.316334 -0.294763 -2.083818  0.024
C -10.202507 -0.040466 -1.390242  0.034
C -8.928352 -0.711960 -1.714029  -0.337
O -7.908861 -0.481301 -1.078461  0.070
C -8.932365 -1.673572 -2.834336  0.037
C -10.046193 -1.927869 -3.527912  0.025
C -11.320347 -1.256376 -3.204125  -0.384
O -12.339838 -1.487035 -3.839693  0.099
H -12.259275 0.188494 -1.858930  0.123
H -10.183097 0.662740 -0.566262  0.127
H -7.989425 -2.156829 -3.059224  0.129
H -10.065602 -2.631075 -4.351891  0.124
C 3.768835 4.723068 -3.247093  0.035
C 4.635995 4.777271 -2.231504  0.032
C 6.091541 4.689513 -2.461495  -0.353
O 6.885867 4.737030 -1.532356  0.074
C 6.551489 4.541256 -3.856583  0.027
C 5.684329 4.487053 -4.872172  0.026
C 4.228783 4.574811 -4.642181  -0.376
O 3.434457 4.527294 -5.571320  0.107
H 2.698100 4.785242 -3.095729  0.128
H 4.314431 4.886555 -1.202684  0.118
H 7.622224 4.479082 -4.007947  0.122
H 6.005893 4.377769 -5.900992  0.123

Forces on atoms 1 to 6 (eV/Å):
C -0.6 -0.3 -0.5
C -0.3 0.2 1.4
O 1.4 0.0 -0.4
C 0.7 0.9 -1.3
Nb -2.5 4.0 -0.1
I 0.6 0.1 -0.1

---

2.
The following is a quantum chemistry calculation of a 2-piece molecular cluster, C12H17N overall at a distorted geometry, from the Open Molecules 2025 dataset.

Calculated values
Charge ... 0
Electronic energy ... -14207.3191 eV
HOMO level ... -7.99 eV
F_max ... 5.134 eV/Å
Structure (SMILES) ... Cc1c[nH]c2ccccc12.CCC
E_LUMO ... 0.923 eV
Energy above the lowest of the compared OMol25 structures with the same formula, charge and spin ... 291.2 kJ/mol

Each line ends with the Löwdin charge.
Positions of all 30 atoms, in Å:
C 2.124828 -0.572555 1.944637  -0.050
C 1.668516 -0.963624 0.572057  -0.305
C 1.525529 -2.210915 0.115952  0.009
N 1.072616 -2.078665 -1.270606  0.102
C 1.106321 -0.800623 -1.638872  -0.232
C 0.896265 -0.206259 -2.869773  -0.020
C 1.154377 1.138762 -2.869904  -0.078
C 1.178511 1.952237 -1.685832  -0.095
C 1.171356 1.351874 -0.473635  -0.071
C 1.376532 -0.052237 -0.435135  -0.158
H 1.214391 -0.038960 2.316372  0.085
H 3.159406 0.007450 2.031176  0.124
H 2.268844 -1.481264 2.563087  0.071
H 1.595927 -3.133209 0.603428  0.100
H 1.108302 -2.728948 -1.937760  0.092
H 0.508158 -0.695831 -3.714002  0.097
H 1.077609 1.646685 -3.813683  0.092
H 1.161811 2.979982 -1.797941  0.074
H 1.282407 1.988244 0.499144  0.149
C -2.359055 -0.884526 0.741733  -0.122
C -2.078646 0.600807 0.723912  -0.338
C -2.694629 1.448442 1.821739  -0.134
H -2.035054 -1.297951 -0.256909  0.084
H -3.180164 -1.420108 1.164046  0.058
H -1.607366 -1.390764 1.360806  0.058
H -0.960393 0.982010 0.479169  0.112
H -2.522756 1.121715 -0.169895  0.100
H -2.382693 2.440315 1.854172  0.045
H -3.798220 1.446250 1.486042  0.093
H -3.032732 0.851664 2.656478  0.059

Forces on atoms 1 to 6 (eV/Å):
C 0.5 0.2 0.7
C 1.3 0.1 1.8
C -1.2 0.7 -3.4
N 0.6 0.6 4.4
C -0.1 1.4 2.1
C 0.7 1.0 1.2

---

3.
The following is a quantum chemistry calculation of a 17-piece molecular cluster, C34H79N17O39S overall at a distorted geometry, from the Open Molecules 2025 dataset.

Calculated values
Charge ... 0
Electronic energy ... -152511.4466 eV
HOMO level ... -9.97 eV
F_max ... 3.014 eV/Å
E_LUMO ... -0.269 eV

Each line ends with the Löwdin charge.
Positions of all 170 atoms, in Å:
C 2.079455 -2.939840 -0.708120  0.140
C 0.989110 -2.610228 -1.157212  -0.099
C -0.188948 -1.899276 -1.673052  -0.111
C 0.245479 -0.436856 -2.105492  -0.415
N 1.063730 -0.608545 -3.286051  0.153
O 1.129081 -0.024787 -1.004530  -0.138
S 0.146687 0.586081 0.116102  0.608
O -0.327686 -0.347492 1.080791  -0.230
O 0.758024 1.745008 0.674405  -0.231
O -1.026816 1.075469 -0.830013  -0.114
C -0.816003 0.655220 -2.205535  -0.361
C -2.166522 0.311819 -2.841024  -0.081
C -3.061321 -0.691508 -2.098323  -0.138
C -3.222354 -1.995300 -2.891887  -0.264
O -4.341713 -1.871912 -3.756677  -0.065
C -0.296358 1.845260 -3.054043  -0.105
C 0.791378 2.675978 -2.374795  -0.170
C 1.767706 3.349444 -3.344145  -0.174
C 2.475693 2.299806 -4.196175  -0.225
C 3.640057 2.822611 -5.031911  -0.189
C 4.975061 2.934917 -4.270083  -0.190
C 5.177485 1.797552 -3.263094  -0.168
C 5.115331 0.444087 -3.944721  -0.156
O 6.069304 -0.499003 -3.395948  0.010
C 6.313460 -1.500611 -4.263660  -0.531
C 6.236961 -2.909694 -3.723587  0.007
O 6.606246 -1.329710 -5.421782  0.087
H 3.058404 -3.235496 -0.447139  0.024
H -0.940687 -1.911673 -0.887624  0.103
H -0.572781 -2.484387 -2.499690  0.109
H 1.956128 -0.999919 -3.020837  0.081
H 0.595164 -1.238252 -3.919756  0.094
H -1.988772 0.022619 -3.871309  0.139
H -2.710113 1.245941 -2.899078  0.111
H -4.073331 -0.314622 -2.001337  0.113
H -2.695521 -0.924784 -1.106751  0.097
H -3.309277 -2.856794 -2.230917  0.120
H -2.340349 -2.133299 -3.510496  0.098
H -4.104382 -2.208636 -4.622746  0.085
H 0.015920 1.419582 -3.998270  0.106
H -1.123342 2.503059 -3.277397  0.080
H 0.308855 3.439736 -1.771693  0.111
H 1.397520 2.095334 -1.697245  0.086
H 1.190109 3.958146 -4.040446  0.116
H 2.452709 3.982145 -2.789904  0.115
H 2.739712 1.438576 -3.603931  0.069
H 1.718201 1.950296 -4.890397  0.105
H 3.738152 2.184794 -5.905023  0.103
H 3.367008 3.801865 -5.420418  0.109
H 5.118036 3.892485 -3.781654  0.105
H 5.771202 2.866422 -5.009634  0.109
H 6.162865 1.913447 -2.818152  0.118
H 4.472988 1.899796 -2.445385  0.109
H 4.144791 0.002043 -3.729191  0.110
H 5.211325 0.527327 -5.017720  0.120
H 6.595955 -3.582354 -4.477387  0.071
H 5.205260 -3.108747 -3.461008  0.076
H 6.853321 -2.974663 -2.832811  0.095
C -2.075855 -0.814343 3.615205  0.041
N -2.973123 -1.844473 4.202413  -0.450
O -2.687094 -3.008711 4.023477  0.068
O -3.933273 -1.443727 4.828583  0.052
H -1.278694 -1.310550 3.093364  0.058
H -2.667092 -0.213556 2.932068  0.101
H -1.694653 -0.211500 4.434797  0.104
C 1.968514 -2.343153 3.607469  0.058
N 3.147993 -2.963099 2.961818  -0.441
O 3.626525 -3.954737 3.470397  0.071
O 3.556209 -2.431550 1.950400  0.035
H 1.711626 -2.919929 4.488893  0.100
H 2.235572 -1.322560 3.865402  0.107
H 1.172316 -2.361596 2.873540  0.092
C -3.353652 5.785709 -4.469437  0.050
N -2.938577 4.417080 -4.067923  -0.436
O -2.891185 3.542675 -4.908346  0.070
O -2.671240 4.272709 -2.889558  0.052
H -3.573662 5.798436 -5.529842  0.102
H -4.231999 6.039921 -3.884723  0.095
H -2.529417 6.448096 -4.236841  0.077
C -2.594785 8.654119 -1.263945  0.025
N -3.154906 8.499452 -2.630035  -0.430
O -2.377436 8.525893 -3.567051  0.040
O -4.351836 8.322922 -2.736334  0.057
H -1.529222 8.788157 -1.346851  0.072
H -3.064805 9.520503 -0.809038  0.103
H -2.834575 7.732171 -0.718925  0.071
C -3.099145 -2.291170 8.446205  0.043
N -1.839577 -1.573332 8.111817  -0.447
O -1.107964 -2.068250 7.277052  0.047
O -1.622969 -0.534517 8.700300  0.058
H -3.150090 -3.191212 7.845255  0.103
H -3.073748 -2.530174 9.502910  0.061
H -3.926127 -1.627580 8.219380  0.093
C -0.986735 4.664992 1.316633  0.057
N -1.381633 5.824515 0.470319  -0.419
O -0.503936 6.429305 -0.104181  0.072
O -2.571932 6.076085 0.413613  0.049
H 0.089800 4.557603 1.270013  0.093
H -1.319350 4.874851 2.328640  0.103
H -1.484905 3.786783 0.916962  0.097
C -7.470828 -4.195758 -3.814276  0.029
N -6.446158 -5.042322 -4.488958  -0.448
O -6.100316 -6.059583 -3.929835  0.072
O -6.025824 -4.649672 -5.559447  0.049
H -7.744443 -4.663849 -2.886999  0.071
H -7.016550 -3.222382 -3.641655  0.091
H -8.323010 -4.121920 -4.481714  0.102
C 1.094659 10.421435 1.606088  0.052
N -0.218758 9.729912 1.716011  -0.434
O -0.566111 9.340111 2.809431  0.080
O -0.854506 9.598942 0.690328  0.044
H 1.543912 10.462078 2.590568  0.094
H 1.706297 9.846844 0.917419  0.102
H 0.906036 11.417524 1.218394  0.101
C -5.034134 -0.816699 12.369677  0.059
N -4.993353 -1.618370 11.116797  -0.434
O -5.519248 -1.157102 10.128709  0.079
O -4.427291 -2.692004 11.177879  0.036
H -5.564243 0.105770 12.167844  0.095
H -5.547509 -1.411462 13.118477  0.104
H -4.007597 -0.625109 12.666403  0.103
C -1.102962 -4.006015 12.221954  0.042
N -1.178648 -3.869216 13.703145  -0.455
O -0.227360 -4.241289 14.354316  0.073
O -2.197292 -3.388277 14.155153  0.054
H -0.146000 -4.441957 11.962821  0.093
H -1.923112 -4.645412 11.910513  0.100
H -1.205754 -3.010898 11.799983  0.093
C 4.727653 -7.430884 -2.543603  0.054
N 4.459188 -6.163836 -3.275395  -0.435
O 5.390549 -5.609785 -3.826488  0.043
O 3.315435 -5.764222 -3.283150  0.072
H 5.782925 -7.658853 -2.626490  0.095
H 4.441164 -7.277403 -1.509433  0.102
H 4.119511 -8.202810 -3.004938  0.102
C 4.188405 -3.217365 -6.541589  0.063
N 2.778223 -2.848134 -6.243213  -0.432
O 1.950301 -2.986576 -7.115377  0.079
O 2.550221 -2.420643 -5.126268  0.041
H 4.238361 -3.584986 -7.559145  0.100
H 4.791209 -2.326095 -6.399434  0.082
H 4.477854 -3.994243 -5.838003  0.084
C 6.657172 -2.141044 3.406690  0.042
N 7.970622 -1.979184 2.726045  -0.451
O 8.567879 -2.983853 2.398625  0.065
O 8.362169 -0.845672 2.543266  0.056
H 6.439703 -3.197963 3.501451  0.090
H 6.739868 -1.670388 4.381737  0.103
H 5.909854 -1.644303 2.794845  0.086
C 12.178972 -1.863348 2.927830  0.043
N 12.712296 -3.161785 3.424180  -0.455
O 12.900577 -4.043272 2.613496  0.066
O 12.922203 -3.246187 4.616203  0.057
H 12.039780 -1.934086 1.856480  0.095
H 11.233954 -1.685382 3.430513  0.087
H 12.904289 -1.095573 3.178371  0.098
C -9.890197 -1.848154 -1.082893  0.039
N -10.071686 -2.795097 -2.215267  -0.429
O -10.650697 -2.398501 -3.203758  0.077
O -9.610100 -3.912669 -2.083126  0.030
H -10.339201 -0.905372 -1.349591  0.073
H -10.376920 -2.282701 -0.214210  0.105
H -8.823861 -1.740220 -0.918535  0.098
C -7.555458 1.113740 -3.842598  0.057
N -8.822563 1.241868 -3.069715  -0.433
O -9.708860 1.916204 -3.537234  0.091
O -8.877920 0.648947 -2.006580  0.029
H -7.652739 1.688015 -4.755393  0.096
H -6.754145 1.498250 -3.219316  0.099
H -7.406894 0.059457 -4.055991  0.097

Forces on atoms 1 to 6 (eV/Å):
C -2.6 0.6 -1.4
C 2.4 -0.2 0.9
C -0.1 -0.1 0.7
C 1.0 -2.8 0.0
N -0.2 1.2 0.4
O -1.6 0.8 0.3

---

4.
The following is a quantum chemistry calculation of a 9-piece molecular cluster, BrH16O8 overall at a distorted geometry, from the Open Molecules 2025 dataset.

Calculated values
Charge ... -1
Electronic energy ... -86685.8105 eV
HOMO level ... -6.60 eV
F_max ... 2.922 eV/Å
E_LUMO ... 3.118 eV
Energy above the lowest of the compared OMol25 structures with the same formula, charge and spin ... 80.2 kJ/mol

Each line ends with the Löwdin charge.
Positions of all 25 atoms, in Å:
Br -16.177000 -6.485000 -1.980000  0.361
O -19.149000 -5.444000 -0.551000  -0.073
H -18.560000 -4.718000 -0.744000  0.019
H -18.736000 -6.161000 -1.020000  -0.052
O -18.457000 -9.080000 -1.826000  -0.102
H -18.751000 -9.423000 -2.722000  0.072
H -17.625000 -8.653000 -1.944000  -0.093
O -13.104000 -5.896000 -0.506000  -0.066
H -12.830000 -5.026000 -0.739000  0.017
H -13.439000 -6.381000 -1.253000  -0.050
O -17.071000 -4.106000 -4.268000  -0.079
H -17.028000 -3.161000 -4.231000  0.010
H -16.834000 -4.519000 -3.432000  -0.079
O -13.441000 -7.190000 -3.473000  -0.111
H -14.233000 -7.237000 -2.911000  -0.131
H -13.806000 -6.560000 -4.065000  0.002
O -16.848000 -7.372000 -5.050000  -0.120
H -16.169000 -8.084000 -5.059000  0.039
H -16.747000 -6.980000 -4.173000  -0.133
O -16.128000 -5.225000 1.094000  -0.122
H -15.804000 -5.417000 0.191000  -0.099
H -16.600000 -6.038000 1.252000  0.010
O -19.113000 -6.410000 -3.371000  -0.101
H -19.488000 -5.574000 -3.000000  0.053
H -18.361000 -6.543000 -2.838000  -0.172

Forces on atoms 1 to 6 (eV/Å):
Br 0.1 0.0 0.3
O -0.7 0.4 0.3
H 0.4 0.4 0.2
H 0.2 -0.8 -0.1
O -1.8 -1.6 -1.1
H 0.8 1.0 1.6

---

| no. | Kohn-Sham gap (Ha) |
| --- | --- |
| 1 | 0.191 |
| 2 | 0.328 |
| 3 | 0.357 |
| 4 | 0.357 |